Record 1
# C16H47N4O7Sr

C16H47N4O7Sr as an isolated structure at a distorted geometry (the ωB97M-V functional and the def2-TZVPD basis, OMol25).

XYZ file:
```
75
Properties=species:S:1:pos:R:3:forces:R:3:mulliken_charge:R:1
Sr 1.171 -0.489 -0.513 1.387 0.553 -2.054 1.429
O 1.509 3.012 -2.607 -0.552 0.232 0.447 -0.934
H 1.120 3.829 -2.977 0.099 -0.540 0.311 0.070
O 0.716 -1.655 -3.991 -0.320 -0.285 0.588 -0.928
H 0.171 -2.023 -4.714 0.202 0.234 0.701 0.074
O 4.584 -0.109 -1.434 -0.575 -0.311 0.866 -0.898
H 5.421 0.118 -0.984 -0.729 -0.144 -0.071 0.096
C -4.379 2.918 -1.860 0.370 -0.395 0.385 -1.249
C -4.010 1.979 -2.986 0.412 0.834 -1.472 0.352
C -4.041 2.625 -4.379 0.331 0.073 -0.225 -0.730
O -5.277 3.206 -4.611 -1.942 0.397 0.142 -0.306
C -5.619 3.578 -5.917 0.393 0.146 -0.469 -0.787
N -2.639 1.452 -2.821 -1.483 -0.519 0.547 -0.536
H -3.462 3.455 -1.616 -0.112 0.143 0.416 0.305
H -4.669 2.227 -1.068 0.210 0.436 0.568 0.273
H -5.189 3.635 -1.990 0.009 -0.229 -0.529 0.307
H -4.729 1.160 -3.013 0.118 -0.241 0.026 0.276
H -3.784 1.888 -5.140 -0.214 -0.483 -0.134 0.409
H -3.269 3.383 -4.512 0.379 0.299 0.420 0.367
H -5.895 2.749 -6.569 0.227 -0.509 0.067 0.292
H -4.801 4.117 -6.396 0.228 0.085 -0.122 0.319
H -6.486 4.237 -5.956 0.004 0.088 0.636 0.251
H -2.591 0.761 -3.557 0.932 -0.219 0.003 0.259
H -1.968 2.187 -2.993 0.384 0.008 -0.118 0.220
C 1.947 -6.626 0.422 -1.300 -0.458 0.755 -1.467
C 2.168 -5.895 -0.853 -0.158 -0.768 -1.796 0.540
C 2.537 -6.901 -2.016 -0.451 1.526 1.131 -0.694
O 3.836 -7.284 -1.802 1.247 -1.332 -0.219 -0.304
C 4.260 -8.275 -2.729 0.855 1.046 0.137 -0.785
N 1.005 -5.161 -1.293 -0.919 0.896 0.502 -0.674
H 2.858 -7.133 0.741 -0.264 -0.120 0.085 0.335
H 1.090 -7.291 0.320 0.279 -0.887 -0.385 0.338
H 1.503 -6.028 1.217 0.765 0.735 0.157 0.312
H 2.991 -5.212 -0.640 0.124 0.162 -0.724 0.285
H 2.379 -6.395 -2.968 0.353 0.304 -0.289 0.406
H 1.872 -7.764 -2.064 -0.402 -0.278 0.466 0.362
H 3.684 -9.200 -2.687 -0.183 0.010 0.042 0.303
H 5.314 -8.461 -2.523 -0.089 -0.273 0.214 0.252
H 4.260 -7.826 -3.722 -0.357 -0.246 -0.353 0.322
H 1.114 -4.664 -2.166 0.551 0.376 -0.084 0.262
H 0.201 -5.743 -1.480 -0.053 -0.429 0.364 0.222
C 1.402 4.376 3.993 -0.970 -0.024 -0.037 -1.291
C 0.693 4.509 2.653 -0.519 -0.612 1.249 0.287
C 0.579 5.900 2.167 0.397 0.113 -0.916 -0.734
O -0.141 6.675 3.060 -0.940 1.310 0.057 -0.307
C -0.803 7.790 2.441 0.931 -0.078 0.284 -0.723
N 1.448 3.708 1.774 1.381 -0.633 -1.511 -0.615
H 1.600 3.337 4.259 -0.383 -0.119 -0.117 0.319
H 0.706 4.821 4.704 0.787 0.297 0.575 0.337
H 2.396 4.811 3.890 -0.122 0.583 0.416 0.318
H -0.353 4.202 2.694 -0.068 -0.645 0.360 0.309
H 0.095 5.750 1.202 -0.459 0.616 -0.318 0.416
H 1.567 6.294 1.925 0.356 0.433 0.202 0.310
H -0.118 8.588 2.152 0.619 -0.095 -0.126 0.289
H -1.424 8.294 3.182 -0.482 -0.591 -0.127 0.245
H -1.275 7.470 1.513 -0.583 0.002 0.227 0.321
H 1.280 3.847 0.787 -0.964 -0.214 -0.597 0.237
H 2.336 4.189 1.794 1.006 -0.546 0.170 0.289
C -1.715 -1.543 4.422 -0.911 -0.408 3.451 -1.709
C -0.568 -1.291 3.562 0.491 1.153 -1.836 0.608
C 0.865 -1.782 3.967 -2.119 -1.257 -1.246 -0.705
O 1.842 -1.388 3.041 -0.400 0.682 0.070 -0.253
C 3.154 -1.462 3.574 0.414 -0.180 -1.142 -0.824
N -1.057 -1.656 2.198 1.734 -0.524 -0.648 -0.497
H -2.620 -1.052 4.064 0.200 0.228 0.010 0.426
H -1.467 -1.153 5.409 -0.338 0.500 0.325 0.391
H -2.031 -2.544 4.717 0.389 -0.605 -0.775 0.395
H -0.458 -0.209 3.628 0.081 0.306 -0.591 0.133
H 0.878 -2.867 3.864 -0.199 -0.458 0.847 0.318
H 0.986 -1.457 5.000 0.521 0.086 0.010 0.340
H 3.334 -2.332 4.205 -0.493 0.239 0.720 0.344
H 3.392 -0.480 3.983 0.388 -0.326 0.390 0.278
H 3.802 -1.715 2.735 0.145 0.631 -0.195 0.304
H -1.222 -2.650 2.274 0.391 -0.605 -0.406 0.257
H -2.005 -1.359 2.017 -0.038 0.828 0.294 0.239
```
Positions in Å, forces in eV/Å.

Output
Kohn-Sham gap = 4.525 eV
maximum force = 0.070 hartree/bohr
energy = -1413.886655 a.u.
net charge = -1
LUMO level = 1.5 eV
relative energy (zero: lowest compared OMol25 entry of this formula, charge and spin) = 224.0 kcal/mol

***

Record 2
# C3H5NS

C3H5NS in the gas phase at a distorted geometry (the ωB97M-V functional and the def2-TZVPD basis, OMol25).

XYZ file:
```
10
Properties=species:S:1:pos:R:3:forces:R:3:mulliken_charge:R:1
C -0.734 0.403 0.111 4.360 -2.909 -0.210 -0.011
C 0.553 -0.302 0.215 -2.861 2.772 -0.376 -0.187
C 1.733 0.432 -0.038 1.309 -0.728 0.140 -0.424
H -2.761 -0.203 0.077 0.840 1.413 -0.341 0.243
H -1.779 -1.332 -0.149 1.418 -0.935 -0.260 0.249
H -0.820 1.487 0.113 0.015 -0.262 0.035 0.345
H 0.667 -1.387 0.290 -0.513 0.370 0.006 0.265
H 1.672 1.475 -0.320 -0.333 0.310 0.209 0.252
N -1.785 -0.342 -0.236 -3.540 -0.337 0.793 -0.438
S 3.254 -0.232 -0.064 -0.694 0.305 0.003 -0.294
```
Positions in Å, forces in eV/Å.

Output
Kohn-Sham gap = 7.662 eV
maximum force = 0.102 hartree/bohr
energy = -570.192646 a.u.
SMILES string = N/C=C/C=S
LUMO level = -0.2 eV
relative energy (zero: lowest compared OMol25 entry of this formula, charge and spin) = 26.3 kcal/mol

***

Record 3
# C32H22N13O2S2W

C32H22N13O2S2W as an isolated structure (the ωB97M-V functional and the def2-TZVPD basis, OMol25).

XYZ file:
```
72
Properties=species:S:1:pos:R:3:forces:R:3:mulliken_charge:R:1
W 0.397 0.090 -0.057 -0.362 0.144 -0.443 1.316
C 2.815 3.493 1.033 0.021 -0.002 0.012 -1.769
C 1.715 2.499 1.261 -0.107 0.041 -0.057 0.835
O 1.719 1.504 0.427 0.365 0.125 0.207 -0.152
C 0.793 2.669 2.253 0.032 0.016 0.038 -1.242
C -0.279 1.784 2.541 -0.002 -0.032 -0.017 1.406
C -1.094 2.037 3.773 -0.002 0.010 0.011 -1.612
N -0.577 0.766 1.782 -0.077 -0.001 -0.051 0.764
N -1.624 -0.031 2.241 -0.031 -0.065 0.040 -1.209
C -1.605 -1.161 1.625 0.041 0.069 0.013 0.458
O -0.689 -1.458 0.742 -0.017 -0.035 0.016 -0.609
C -2.656 -2.170 1.873 -0.001 -0.064 0.050 0.449
C -3.741 -1.877 2.695 0.006 -0.014 0.010 -0.443
C -4.728 -2.825 2.902 0.002 0.005 0.004 -0.669
C -4.639 -4.070 2.292 0.001 -0.011 -0.006 -0.371
C -3.559 -4.364 1.474 -0.011 -0.015 -0.002 -0.876
C -2.568 -3.417 1.262 0.001 0.031 -0.012 -0.119
H 3.610 3.030 0.452 0.012 0.002 0.018 0.309
H 3.214 3.866 1.975 -0.015 0.018 0.002 0.472
H 2.425 4.342 0.466 0.000 -0.020 -0.028 0.263
H 0.916 3.517 2.910 0.009 0.003 -0.009 0.366
H -0.728 2.918 4.296 0.004 -0.001 -0.008 0.455
H -1.054 1.173 4.435 0.004 0.004 0.006 0.329
H -2.141 2.174 3.502 -0.003 -0.008 0.003 0.312
H -3.797 -0.903 3.161 0.006 0.002 -0.003 0.447
H -5.572 -2.593 3.540 0.001 0.000 0.000 0.388
H -5.413 -4.810 2.456 0.002 -0.002 -0.002 0.379
H -3.484 -5.333 0.999 -0.002 -0.001 0.001 0.402
H -1.721 -3.632 0.625 0.004 0.004 -0.001 0.452
N -2.994 -0.156 -1.016 -0.060 -0.151 -0.035 0.100
C -2.224 -0.964 -1.783 -0.092 0.162 0.013 0.254
N -2.892 -1.760 -2.616 -0.023 -0.044 -0.018 -0.795
C -2.138 -2.626 -3.304 0.032 0.039 0.041 0.196
N -2.786 -3.377 -4.239 -0.007 -0.005 0.001 -0.414
N -0.841 -2.813 -3.161 -0.005 -0.022 -0.009 -0.736
C -0.241 -1.993 -2.277 -0.001 0.015 0.000 -0.507
N -0.888 -0.956 -1.638 0.142 -0.005 0.131 0.375
C 1.105 -2.210 -1.931 -0.044 0.022 0.008 1.373
C 1.901 -3.219 -2.523 0.027 -0.004 0.005 -0.973
C 3.224 -3.299 -2.225 -0.019 -0.008 -0.006 -0.474
C 3.793 -2.341 -1.342 0.004 0.014 0.006 -1.085
C 2.982 -1.412 -0.769 0.002 -0.001 0.012 -0.418
N 1.643 -1.366 -0.986 0.020 -0.128 -0.028 0.555
H -3.962 -0.157 -1.291 -0.003 0.007 0.001 0.327
H -2.614 0.729 -0.716 -0.050 -0.048 -0.039 -0.040
H -3.786 -3.419 -4.162 0.001 0.000 -0.001 0.256
H -2.298 -4.188 -4.575 0.001 0.002 -0.003 0.254
H 1.419 -3.894 -3.214 -0.002 -0.001 -0.005 0.503
H 3.843 -4.069 -2.667 0.000 0.002 -0.006 0.420
H 4.849 -2.336 -1.116 0.000 0.002 0.002 0.449
H 3.375 -0.659 -0.102 0.002 -0.011 0.014 0.550
S -0.988 2.128 -0.596 0.245 -0.002 0.125 -0.607
C 0.001 3.183 -1.569 -0.018 -0.021 -0.041 0.619
C -0.230 4.552 -1.560 0.017 0.018 -0.029 -1.356
C 0.535 5.404 -2.350 0.021 -0.112 0.004 0.514
C 0.278 6.812 -2.319 -0.023 0.097 -0.004 -0.155
N 0.051 7.939 -2.277 0.005 -0.006 0.002 -0.559
C 1.552 4.867 -3.155 -0.063 -0.065 0.042 0.559
C 1.790 3.499 -3.148 0.001 0.019 -0.003 -1.029
C 1.028 2.643 -2.356 -0.048 -0.009 0.006 1.097
S 1.322 0.938 -2.332 0.027 -0.043 0.178 -0.318
C 2.361 5.719 -3.977 0.063 0.079 -0.012 -0.167
N 3.023 6.393 -4.632 -0.011 -0.018 -0.017 -0.563
H -1.008 4.962 -0.931 -0.002 0.003 -0.003 0.487
H 2.584 3.094 -3.761 0.002 0.003 -0.001 0.520
N 1.599 -0.742 1.611 0.014 -0.076 -0.193 -0.481
C 2.254 -1.257 2.413 -0.111 0.131 0.025 1.054
C 3.039 -1.847 3.385 0.060 -0.007 0.009 -0.453
C 2.890 -3.225 3.668 0.002 -0.050 0.011 -0.012
N 2.770 -4.349 3.899 0.001 0.004 0.003 -0.530
C 3.986 -1.053 4.074 0.010 0.014 0.023 0.012
N 4.754 -0.395 4.630 0.004 0.000 -0.004 -0.531
```
Positions in Å, forces in eV/Å.

Output
Kohn-Sham gap (spin up / spin down) = 5.637 / 6.600 eV
maximum force = 0.011 hartree/bohr
energy = -2958.651368 a.u.
net charge = -1
2S+1 = 3
LUMO level (spin up / spin down) = 1.9 / 1.0 eV
expectation value of S² = 2.0160
relative energy (zero: lowest compared OMol25 entry of this formula, charge and spin) = 11.1 kcal/mol